(1)
{"formula": "C6H15NO", "method": "wB97M-V/def2-TZVPD", "symbols": ["H", "C", "H", "N", "H", "C", "H", "H", "H", "C", "H", "H", "O", "H", "H", "H", "H", "H", "H", "C", "H", "C", "C"], "positions_angstrom": [[-1.00230, -2.27316, 0.71789], [-0.15705, -1.60938, 0.95917], [-0.43686, 1.37510, -0.03179], [-1.33577, 1.42964, 0.42414], [0.29737, -2.16795, -1.04996], [2.28988, -0.75432, -1.92347], [-1.24272, 3.21472, -0.96124], [2.00820, 0.11096, 0.05612], [3.16789, -1.39264, -1.91123], [-1.75523, 0.36959, 1.37244], [2.70944, 0.19600, -2.36161], [-1.38339, 2.35007, 0.83918], [-0.87890, 3.07728, -1.82287], [0.32512, 0.07685, 2.29335], [1.71915, -1.07857, -2.79733], [-2.27939, -0.33694, 0.73319], [-0.87149, -0.96684, 2.84458], [-0.97170, 2.16876, -2.09052], [-2.20062, 0.90745, 2.19720], [0.51399, -1.35470, -0.35926], [0.45378, -2.26617, 1.59990], [-0.53935, -0.46839, 1.91467], [1.56994, -0.60737, -0.64257]], "forces_ev_per_a": [[-0.2, 0.6, 0.4], [0.0, -0.3, 0.8], [0.1, -0.6, 0.3], [-0.5, 0.7, 0.1], [-0.2, 0.4, -0.4], [1.1, 1.4, -2.3], [-0.5, -0.5, 0.4], [-0.4, -0.2, 0.0], [0.1, -0.3, 0.5], [3.3, 0.3, -0.9], [-0.4, -0.4, 0.9], [0.0, -0.1, 0.3], [0.9, 1.1, -1.2], [0.0, 0.5, -0.6], [-0.5, -0.4, 0.5], [-1.1, 0.0, 0.8], [-0.2, 0.0, -0.3], [-0.4, -0.4, 0.4], [-0.9, -0.5, 0.0], [0.7, -0.9, 0.6], [0.3, 0.0, -0.6], [-1.4, -0.6, 0.2], [0.0, 0.3, 0.1]], "smiles": "C/C=C/CCCN.O", "de_lowest_kcal_mol": 56.9, "energy_ev": -10001.2915}

(2)
{"formula": "C6H15NO", "method": "wB97M-V/def2-TZVPD", "symbols": ["H", "C", "C", "H", "H", "N", "H", "C", "H", "H", "H", "H", "O", "H", "H", "H", "H", "C", "H", "H", "C", "H", "C"], "positions_angstrom": [[-0.76443, 1.23311, 0.47722], [0.42792, -1.42936, 0.54576], [-0.06766, 1.40980, -0.34873], [0.56803, -2.54835, 0.55202], [2.35480, -0.72242, 0.89248], [-0.09910, -1.07554, 1.88478], [-1.73350, 0.43191, -1.51870], [-0.68293, 0.68139, -1.52271], [0.21433, -0.17481, 2.20878], [0.11697, -1.80152, 2.54705], [-0.50016, -0.00055, -3.45091], [-3.42881, -0.68086, 0.94257], [-3.03981, 0.09452, 1.36691], [1.40767, 1.41397, 1.06807], [-0.41115, -1.26828, -0.18455], [-0.19454, 2.48005, -0.52830], [1.99519, -0.73925, -0.90991], [1.58821, -0.55760, 0.09924], [1.06808, 0.68340, -2.71907], [-2.23095, -0.33336, 1.69839], [0.02137, 0.44602, -2.64181], [2.05634, 1.49447, -0.52627], [1.33410, 0.96328, 0.06766]], "forces_ev_per_a": [[0.2, 0.0, 0.2], [-1.9, -0.3, -0.8], [-1.7, -0.9, 0.1], [0.5, 1.2, -0.2], [0.1, 0.1, -0.9], [-0.2, -0.3, -0.5], [-0.2, 0.0, 0.2], [1.5, 0.6, -1.3], [0.2, 0.0, 0.2], [0.2, 0.2, 0.3], [0.0, -0.4, -0.8], [-0.4, 0.3, -0.1], [0.3, -0.8, -0.1], [0.4, -0.3, 0.0], [0.7, -0.3, 0.5], [0.5, 0.1, 0.0], [-0.2, -0.9, 0.6], [1.2, 0.3, 0.6], [0.2, 0.1, -0.1], [0.3, 0.4, 0.2], [-1.0, 0.1, 1.4], [0.6, -0.1, -0.3], [-1.2, 0.8, 1.0]], "smiles": "C=CCCCCN.O", "de_lowest_kcal_mol": 45.2, "energy_ev": -10001.7961}

(3)
{"formula": "C6H15NO", "method": "wB97M-V/def2-TZVPD", "symbols": ["H", "H", "H", "H", "H", "H", "C", "C", "C", "C", "H", "H", "N", "H", "H", "H", "H", "O", "H", "C", "H", "H", "C"], "positions_angstrom": [[-0.70624, 3.24592, -1.44316], [-1.17878, 0.76997, -1.31305], [-1.50698, -1.53105, -0.18077], [-1.07922, 0.11564, 1.18486], [0.26780, 3.27116, -0.05379], [0.94660, 2.78038, -1.39896], [0.09921, -1.84457, 1.16706], [0.01888, 2.63238, -0.92086], [-0.90943, 1.18449, 0.81629], [0.56625, -1.02419, -1.24876], [1.78594, -2.02000, 2.21222], [-0.24930, -2.88227, -0.82173], [0.72239, 0.34038, -0.81831], [-1.80878, 1.76982, 0.97840], [1.25909, 0.35143, 0.04331], [-0.05542, -0.94100, 1.74809], [-0.42556, -2.61747, 1.79314], [1.52328, -2.00275, 1.34898], [0.14950, -1.11765, -2.36799], [-0.43186, -1.87939, -0.33395], [1.59842, -1.42053, -1.14830], [-0.12492, 1.62551, 1.40958], [-0.46084, 1.19379, -0.65231]], "forces_ev_per_a": [[-0.3, 0.0, -0.3], [-0.9, 0.3, -0.7], [1.3, -0.6, -1.1], [-0.2, 2.1, -0.6], [-0.7, -0.8, 0.5], [1.0, -0.8, -1.4], [0.2, -1.3, 1.3], [-1.1, 1.4, 0.3], [-1.0, -1.9, 0.0], [-1.9, -0.1, -0.5], [0.5, 0.0, 3.6], [-1.1, 0.6, 1.1], [0.3, 0.2, -0.2], [-0.2, 0.1, 0.0], [0.1, 0.0, -0.2], [-0.7, 0.1, -0.7], [0.3, 0.2, -0.8], [-0.7, -0.5, -5.0], [1.2, 0.4, 2.3], [2.2, 0.2, 1.0], [-0.9, -0.4, -0.4], [0.3, 0.1, 0.3], [2.4, 0.6, 1.5]], "smiles": "CC(C)NCCCO", "de_lowest_kcal_mol": 69.9, "energy_ev": -10000.7255}

(4)
{"formula": "C6H15NO", "method": "wB97M-V/def2-TZVPD", "symbols": ["H", "C", "H", "H", "H", "H", "H", "H", "C", "O", "H", "H", "C", "C", "H", "C", "N", "H", "H", "H", "H", "C", "H"], "positions_angstrom": [[-2.22795, -2.01054, 0.21763], [-1.33290, -1.89867, -0.38961], [2.32647, 0.36718, -1.86346], [2.42999, -1.35353, 2.09871], [0.87074, 0.31106, -0.80750], [-1.15282, 1.25293, -0.10702], [-1.39326, -2.62539, -1.20439], [1.96968, 0.45355, 1.74025], [2.48710, -0.61382, 0.10167], [2.70294, 2.50775, 0.52003], [-1.70654, 0.14205, 0.96598], [-3.89580, 0.47276, 0.38685], [-3.23563, 0.83323, -0.40650], [2.23495, -0.54136, 1.41522], [2.14701, 1.47426, -0.31714], [-1.78133, 0.37037, -0.10909], [-1.19055, -0.60584, -0.93537], [-3.25392, 1.91197, -0.42017], [-3.64175, 0.39710, -1.30771], [2.97277, -1.49458, -0.30870], [3.11805, 2.33541, 1.37633], [1.96959, 0.41772, -0.83998], [-0.41682, -2.10358, 0.19396]], "forces_ev_per_a": [[0.0, 0.1, 0.5], [0.0, -0.2, -0.9], [0.2, 0.0, 0.0], [0.1, 0.1, 0.1], [-0.6, 0.4, -0.1], [0.2, 0.5, -0.8], [0.4, -0.1, 0.1], [-0.5, -0.1, 0.6], [-0.4, -0.3, -0.5], [-0.5, 0.4, -0.6], [-0.3, -0.7, 0.0], [0.1, 0.1, 0.0], [-0.2, -0.8, 0.3], [0.4, 0.2, -0.7], [0.5, 0.8, 0.9], [0.9, 1.1, 1.5], [-0.4, 0.2, -0.3], [-0.2, 0.2, -0.2], [0.2, 0.2, -0.5], [0.0, -0.1, 0.0], [0.0, -0.5, -0.2], [0.0, -1.3, 0.5], [0.0, -0.2, 0.3]], "de_lowest_kcal_mol": 215.4, "energy_ev": -9994.4161}

(5)
{"formula": "C6H15NO", "method": "wB97M-V/def2-TZVPD", "symbols": ["H", "H", "C", "H", "H", "C", "H", "H", "H", "C", "H", "H", "H", "N", "H", "H", "C", "H", "H", "H", "O", "C", "C"], "positions_angstrom": [[-0.88094, -0.68165, -2.73357], [1.08371, -0.71624, 0.54188], [-0.06860, -0.48803, -2.13881], [2.31982, -0.93402, -3.26005], [0.22078, -2.27325, -3.11908], [-2.16894, 1.76897, 0.34675], [0.54671, 0.25294, -2.70023], [-3.15058, 1.39033, 0.28418], [2.69602, -2.36241, -2.32382], [-0.03695, -0.47922, 0.48696], [0.53166, -2.36685, -1.39696], [-1.77710, 1.33777, 1.19280], [-0.57025, -1.35545, 0.78485], [2.15847, -1.52869, -2.45075], [-0.15582, 0.35612, 1.18682], [1.96507, 1.11389, 6.60033], [-1.24046, 1.17073, -0.84536], [0.62930, 1.61704, 6.81945], [-2.21312, 2.90287, 0.24349], [-1.43169, 1.98322, -1.56314], [1.24602, 0.97698, 7.13109], [0.75101, -1.75292, -2.23597], [-0.45414, 0.06787, -0.85086]], "forces_ev_per_a": [[-2.3, 0.0, -1.2], [-1.5, 0.2, -0.5], [3.4, 0.7, -0.8], [0.4, -0.7, 0.2], [1.1, 0.1, 1.0], [2.2, 0.7, -3.0], [-0.5, 0.0, 0.2], [-1.3, -0.4, -0.5], [0.5, 0.0, -0.6], [1.9, 0.5, -0.1], [0.3, -0.7, 0.9], [0.7, 0.0, 2.7], [-0.4, -0.6, 0.4], [-0.7, 0.7, 0.9], [-0.1, -0.7, 0.2], [3.1, 0.3, -2.0], [-1.8, 1.8, 1.6], [-1.0, 0.7, -0.2], [0.3, -1.5, 0.6], [0.5, -1.5, -1.2], [-2.2, -1.0, 2.2], [-1.2, -0.6, -2.1], [-1.4, 2.3, 1.3]], "smiles": "C/C=C(\\C)CCN.O", "de_lowest_kcal_mol": 77.7, "energy_ev": -10000.3891}

| no. | E_HOMO (eV) |
| --- | --- |
| 1 | -9.0 |
| 2 | -9.1 |
| 3 | -8.2 |
| 4 | -7.3 |
| 5 | -8.5 |